# 1
Below is a molecular structure, C8H14Br2Se, with properties calculated with ωB97M-V/def2-TZVPD.

```
25
Properties=species:S:1:pos:R:3:nbo_charge:R:1
C 2.2153 0.2399 -1.4059 -0.38
C 1.3619 -0.4426 -2.4429 -0.38
C 1.9599 -0.2386 0.0189 -0.48
C -0.0203 0.3472 -2.5699 -0.48
C 0.6187 0.1618 0.4636 -0.37
C -0.8532 0.0731 -1.3893 -0.28
C -1.6943 0.2478 2.2695 -0.56
C -2.3114 -0.3986 3.5153 -0.41
Se -0.2647 -0.9407 1.6621 0.37
Br -1.5936 -1.6576 -1.1552 0.04
Br -3.5819 0.8783 4.2893 -0.03
H 3.2280 0.0591 -1.5872 0.21
H 2.0712 1.3083 -1.5769 0.19
H 1.8311 -0.2710 -3.3488 0.21
H 1.0961 -1.5171 -2.2714 0.21
H 1.9871 -1.3301 -0.0714 0.20
H 2.8131 -0.0291 0.6271 0.22
H 0.2772 1.3295 -2.5975 0.21
H -0.5344 0.2121 -3.5550 0.21
H 0.5265 1.2337 0.5718 0.20
H -1.5607 0.8175 -1.0297 0.20
H -2.1101 0.5383 1.3804 0.23
H -1.1396 1.1130 2.6131 0.22
H -1.6576 -0.3816 4.3255 0.23
H -2.6642 -1.3525 3.2645 0.22
```

- Orbital gap (spin up / spin down): 8.14 / 8.14 eV
- E_HOMO (spin up / spin down): -7.5 / -7.5 eV
- LUMO level (spin up / spin down): 0.59 / 0.59 eV

***

# 2
Below is a molecular structure, C25H24ClCrN5O2, with properties calculated with ωB97M-V/def2-TZVPD.

```
58
Properties=species:S:1:pos:R:3:lowdin_spin:R:1
Cr 0.3860 -0.0578 -0.4599 2.97
C -1.7135 2.0960 -0.4233 0.00
N -1.5792 0.6722 -0.8515 0.00
C -2.4666 -0.2139 -0.0588 0.01
C -1.9189 -0.3325 1.3400 0.01
C -2.7302 -0.4704 2.4443 0.00
C -2.1393 -0.6243 3.6932 0.01
C -0.7599 -0.6113 3.7868 0.00
C -0.0051 -0.4566 2.6356 0.01
N -0.5757 -0.3291 1.4288 0.00
C -1.7729 0.5058 -2.3126 0.00
C -0.4958 0.7805 -3.0636 0.01
C -0.4803 1.2112 -4.3739 0.00
C 0.7391 1.3297 -5.0245 0.01
C 1.9026 1.0170 -4.3398 0.00
C 1.8128 0.6036 -3.0251 0.01
N 0.6338 0.4877 -2.4000 -0.01
C -0.4157 2.7280 0.0393 0.01
C -0.3580 4.0497 0.4372 0.00
C 0.8512 4.5567 0.8879 0.01
C 1.9649 3.7295 0.9347 0.00
C 1.8326 2.4190 0.5227 0.01
N 0.6603 1.9400 0.0750 0.00
H -2.4290 2.1509 0.3966 0.00
H -2.1287 2.6852 -1.2405 0.00
H -2.4579 -1.1988 -0.5262 0.00
H -3.4956 0.1508 -0.0455 0.00
H -3.8072 -0.4678 2.3280 0.00
H -2.7532 -0.7481 4.5766 0.00
H -0.2558 -0.7263 4.7372 0.00
H 1.0835 -0.4607 2.6382 0.00
H -2.5874 1.1296 -2.6832 0.00
H -2.0411 -0.5345 -2.4978 0.00
H -1.4083 1.4459 -4.8797 0.00
H 0.7770 1.6639 -6.0537 0.00
H 2.8720 1.0962 -4.8130 0.00
H 2.6822 0.3457 -2.4334 0.00
H -1.2448 4.6715 0.4024 0.00
H 0.9204 5.5873 1.2109 0.00
H 2.9200 4.0892 1.2936 0.00
H 2.6471 1.7018 0.5673 0.00
Cl 1.0546 -4.7555 4.1579 0.00
C 0.8512 -3.9895 2.6170 0.00
C -0.2941 -4.2210 1.8694 0.00
C -0.4377 -3.6024 0.6431 0.00
C 0.5210 -2.7295 0.1037 0.00
C 0.2344 -2.0511 -1.1877 -0.07
C 1.6338 -2.4912 0.9260 0.00
C 1.8089 -3.1177 2.1502 0.00
H -1.0560 -4.8950 2.2435 0.00
H -1.3242 -3.8121 0.0528 0.00
H -0.6830 -2.4382 -1.6403 0.00
H 1.0464 -2.1208 -1.9033 0.00
H 3.5060 -1.8378 0.3277 0.00
H 2.6684 -2.8613 2.7541 0.00
O 2.9117 -0.6919 1.7741 0.00
N 2.6483 -1.4015 0.6631 0.01
O 2.2449 -0.5959 -0.4215 0.03
```

- Total charge: +1
- Orbital gap (spin up / spin down): 7.74 / 7.26 eV
- Spin multiplicity: 4
- Expectation value of S²: 3.8040
- E_HOMO (spin up / spin down): -10.4 / -10.3 eV
- LUMO level (spin up / spin down): -2.63 / -3.02 eV
- ΔE to the lowest compared entry with this formula, charge and spin: 3.0 kcal per mole

***

# 3
Below is 3 unconnected molecules or ions with the total composition C43H63BF6N5O7S, with properties calculated with ωB97M-V/def2-TZVPD.

```
126
Properties=species:S:1:pos:R:3:lowdin_charge:R:1
C 5.5748 -0.7884 0.7828 -0.04
C 5.4392 -2.0870 1.6054 -0.19
O 4.1377 -2.2118 2.2295 0.04
B 3.4428 -3.1435 1.4565 -0.62
O 3.5625 -4.4508 1.8174 0.21
C 2.6225 -2.6689 0.1419 -0.03
N 2.8734 -3.7204 -0.8929 0.04
O 4.0400 -3.3284 -1.5881 0.05
C 1.9162 -3.9786 -1.8134 -0.28
N 2.2636 -4.6565 -2.9344 0.20
N 0.6010 -3.5673 -1.6666 0.15
C 0.4920 -2.1509 -1.1245 -0.29
C -1.0399 -1.9348 -1.0864 -0.15
C -1.6760 -2.0223 -2.5191 -0.40
S -2.6949 -0.5362 -2.8916 1.01
C -2.6593 -0.5668 -4.6679 -0.68
N -3.6257 -0.5776 -5.5044 0.08
N -2.9995 -0.6376 -6.7425 0.06
C -1.7482 -0.6668 -6.5691 -0.16
O -1.4311 -0.6142 -5.2280 -0.01
C 1.2643 -1.2888 -2.1535 -0.05
C 0.7975 0.1229 -2.5162 -0.16
C 0.0569 1.0105 -1.7617 -0.09
C -0.2933 2.2737 -2.1800 -0.08
C 0.1058 2.7270 -3.4164 -0.05
C 0.8722 1.8667 -4.1840 -0.05
C 1.2164 0.6005 -3.7729 -0.23
C 2.0900 -0.1942 -4.7476 -0.02
C 1.1588 -2.2280 0.3171 -0.19
C 1.0333 -0.7896 0.8910 -0.05
C 1.6492 -0.4952 2.2485 -0.20
C 1.5483 -1.2384 3.4115 -0.04
C 2.1238 -0.8568 4.6077 -0.02
C 2.8604 0.3060 4.6859 -0.26
C 3.5091 0.7958 5.9678 -0.04
C 3.0050 1.0616 3.5266 -0.04
C 2.4038 0.6689 2.3558 -0.05
C 0.2604 -3.1158 1.2287 -0.18
O -0.6790 -2.6257 1.8148 0.16
C 0.3661 -4.6528 1.4592 -0.31
F 0.8890 -4.8213 2.7039 0.14
F 1.1810 -5.3285 0.6130 0.13
C -1.0327 -5.3796 1.4343 -0.32
F -0.8146 -6.6049 0.9010 0.15
F -1.9068 -4.7700 0.6120 0.15
C -1.6765 -5.6365 2.8355 -0.34
F -2.9760 -5.9336 2.5803 0.14
F -1.6915 -4.5645 3.6436 0.14
C -1.1285 -6.9093 3.5687 -0.37
O -1.4840 -8.0181 3.2689 0.19
O -0.2626 -6.6750 4.6015 0.12
H 4.9488 0.0116 1.1872 0.07
H 5.2829 -0.9911 -0.2591 0.07
H 6.6327 -0.5044 0.7225 0.09
H 6.2532 -2.1963 2.3277 0.13
H 5.5651 -2.9233 0.8870 0.11
H 3.7649 -4.5019 2.7617 0.14
H 3.1752 -1.7790 -0.1901 0.14
H 4.5850 -4.1238 -1.7126 0.15
H 2.8679 -4.2129 -3.6105 0.13
H 1.8662 -5.5615 -3.1395 0.14
H -0.0125 -4.2089 -1.1692 0.15
H -1.5530 -2.7317 -0.5359 0.10
H -1.3547 -0.9999 -0.6210 0.10
H -2.3892 -2.8553 -2.5438 0.08
H -0.9444 -2.2341 -3.3020 0.08
H -0.9310 -0.6916 -7.2746 0.13
H 1.2063 -1.8361 -3.1037 0.11
H 2.3483 -1.2149 -1.9586 0.13
H -0.2728 0.7322 -0.7661 0.09
H -0.8760 2.9060 -1.5133 0.12
H -0.1872 3.7203 -3.7459 0.10
H 1.2150 2.2260 -5.1542 0.12
H 1.4824 -0.5527 -5.5847 0.08
H 2.6192 -1.0041 -4.2347 0.06
H 2.8773 0.4813 -5.1035 0.09
H 1.5056 -0.0993 0.1771 0.12
H -0.0116 -0.4626 0.9275 0.13
H 0.9988 -2.1772 3.4198 0.11
H 2.0014 -1.4692 5.4995 0.13
H 3.8786 1.8178 5.8400 0.08
H 4.2956 0.1038 6.2875 0.08
H 2.7630 0.8420 6.7735 0.09
H 3.6003 1.9729 3.5406 0.12
H 2.5548 1.3021 1.4775 0.12
H 0.5582 -7.1564 4.4311 0.13
C -2.0610 6.1871 -2.6315 -0.11
C -0.6832 6.6966 -3.0456 -0.28
C -0.4119 8.1355 -2.6102 -0.23
C -1.3489 9.1833 -3.2127 -0.23
C -1.3778 9.2268 -4.7399 -0.27
C -0.0321 9.5884 -5.3611 -0.11
H -2.8613 6.7621 -3.0985 0.07
H -2.1891 5.1442 -2.9321 0.06
H -2.1862 6.2411 -1.5479 0.08
H -0.5655 6.5973 -4.1291 0.10
H 0.0771 6.0506 -2.5942 0.10
H 0.6237 8.3877 -2.8557 0.10
H -0.4827 8.1947 -1.5193 0.11
H -1.0539 10.1674 -2.8357 0.11
H -2.3662 9.0169 -2.8465 0.10
H -2.1146 9.9730 -5.0488 0.11
H -1.7236 8.2709 -5.1436 0.10
H 0.3147 10.5591 -5.0012 0.08
H -0.1185 9.6453 -6.4473 0.07
H 0.7324 8.8439 -5.1311 0.06
C -3.8346 -2.5086 3.0920 -0.10
C -3.1560 -1.1599 3.3202 -0.26
C -3.2046 -0.6946 4.7746 -0.22
C -4.6079 -0.4600 5.3353 -0.23
C -5.4536 0.5522 4.5639 -0.27
C -4.8591 1.9572 4.5565 -0.11
H -4.8998 -2.4653 3.3248 0.07
H -3.7382 -2.8122 2.0460 0.07
H -3.3827 -3.2779 3.7068 0.05
H -3.6043 -0.4071 2.6639 0.10
H -2.1088 -1.2409 3.0210 0.07
H -2.6156 0.2226 4.8700 0.10
H -2.7019 -1.4389 5.4015 0.11
H -4.5137 -0.1253 6.3732 0.11
H -5.1481 -1.4103 5.3770 0.10
H -6.4435 0.5963 5.0255 0.11
H -5.6109 0.2146 3.5355 0.10
H -4.7290 2.3305 5.5743 0.08
H -5.5204 2.6464 4.0290 0.07
H -3.8898 1.9833 4.0547 0.06
```

- Total charge: +1
- Orbital gap: 6.48 eV
- E_HOMO: -11.2 eV
- LUMO level: -4.70 eV

***

# 4
Below is a single C4H4O2 molecule, with properties calculated with ωB97M-V/def2-TZVPD.

```
10
Properties=species:S:1:pos:R:3:nbo_charge:R:1
C -0.4911 -0.7005 -0.0071 -0.27
O 0.7662 -1.1504 -0.5463 -0.45
C 1.8184 -0.4605 -0.1347 0.30
C 2.0412 0.7203 0.7460 -0.38
C 3.1902 0.0675 0.2029 0.51
O 4.3075 -0.1710 -0.1281 -0.56
H -0.6379 0.4325 -0.2647 0.19
H -0.2441 -0.6610 1.1155 0.19
H -1.3428 -1.3106 -0.2531 0.22
H 1.5839 1.5892 1.2687 0.25
```

- Orbital gap: 10.25 eV
- E_HOMO: -9.6 eV
- LUMO level: 0.68 eV
- SMILES: COc1cc1=O
- ΔE to the lowest compared entry with this formula, charge and spin: 76.1 kcal per mole

***

# 5
Below is a molecular structure, C29H29N5O6SSn, with properties calculated with ωB97M-V/def2-TZVPD.

```
71
Properties=species:S:1:pos:R:3:lowdin_charge:R:1
Sn 0.7193 0.6769 -0.1261 1.50
O -1.1873 1.8007 0.4559 -0.31
C -2.4374 1.6684 0.8075 -0.39
C -3.0340 2.6579 1.6207 -0.04
C -4.3575 2.5878 2.0106 -0.14
C -5.1514 1.5099 1.6395 -0.15
C -4.5867 0.5058 0.8676 -0.07
C -3.2698 0.5696 0.4274 -0.16
C -2.7217 -0.4663 -0.4475 -0.15
N -2.9669 -1.7097 -0.2748 0.02
N -2.5094 -2.6382 -1.1637 0.05
C -1.2343 -2.7398 -1.4340 -0.55
O -0.2657 -2.1517 -0.8561 -0.26
C -0.9227 -3.7389 -2.5149 -0.13
C -1.9046 -4.5663 -3.0618 -0.04
C -1.5946 -5.4386 -4.0925 -0.12
C -0.3018 -5.4929 -4.6020 -0.13
C 0.6722 -4.6571 -4.0763 -0.10
C 0.3657 -3.7886 -3.0391 -0.02
H -2.4077 3.4839 1.9372 0.10
H -4.7771 3.3828 2.6197 0.08
H -6.1882 1.4496 1.9502 0.08
H -5.1668 -0.3640 0.5798 0.10
H -2.1115 -0.1171 -1.2881 0.11
H -2.9082 -4.4969 -2.6671 0.09
H -2.3643 -6.0838 -4.5028 0.09
H -0.0608 -6.1863 -5.4003 0.08
H 1.6783 -4.6860 -4.4787 0.09
H 1.1061 -3.1233 -2.6132 0.11
C 7.4771 -1.2381 2.2637 -0.06
C 6.4760 -0.2700 1.6882 -0.28
C 6.5809 1.0949 1.9304 -0.05
C 5.6549 1.9786 1.3960 -0.07
C 4.6058 1.4957 0.6316 -0.28
C 4.4922 0.1393 0.3776 -0.05
C 5.4291 -0.7361 0.8980 -0.03
S 3.2753 2.5888 0.1250 0.50
O 2.8790 2.1997 -1.2273 -0.44
O 3.8403 3.9239 0.2283 -0.35
N 2.0389 2.3200 1.0616 -0.32
C 2.3112 2.0742 2.4622 -0.20
C 2.0197 0.6070 2.8511 -0.64
O 2.3964 0.2069 3.9569 0.00
O 1.3847 -0.1076 1.9969 -0.21
H 8.2637 -0.7050 2.7988 0.06
H 7.9330 -1.8392 1.4746 0.07
H 6.9903 -1.9238 2.9601 0.08
H 7.3883 1.4699 2.5504 0.10
H 5.7345 3.0463 1.5566 0.11
H 3.6779 -0.2356 -0.2288 0.08
H 5.3253 -1.7931 0.6909 0.10
H 1.6825 2.7095 3.0937 0.12
H 3.3519 2.2725 2.7295 0.10
N 2.8582 -2.7862 -0.1611 0.15
C 1.9497 -2.9068 0.5498 -0.31
N 0.9337 -3.0965 1.3626 -0.06
C 1.0967 -2.9037 2.8058 -0.15
C -0.2327 -2.4839 3.4158 -0.17
C -1.3401 -3.5221 3.1532 -0.20
C -1.1441 -4.2162 1.7925 -0.16
C -0.4215 -3.2694 0.8440 -0.22
H 1.8382 -2.1290 2.9949 0.09
H 1.4415 -3.8432 3.2656 0.12
H -0.5042 -1.5223 2.9780 0.10
H -0.0946 -2.3220 4.4857 0.11
H -2.3047 -3.0096 3.1565 0.10
H -1.3629 -4.2667 3.9551 0.09
H -2.1037 -4.5142 1.3671 0.10
H -0.5412 -5.1216 1.9095 0.10
H -0.9541 -2.3161 0.7807 0.11
H -0.3681 -3.6741 -0.1656 0.10
```

- Total charge: -2
- Orbital gap: 6.59 eV
- E_HOMO: -2.2 eV
- LUMO level: 4.41 eV
- ΔE to the lowest compared entry with this formula, charge and spin: 61.8 kcal per mole

***

no.,molecular weight (g/mol),strongest force on any atom (Eh/bohr)
1,348.97,0.078
2,513.95,0.021
3,918.87,0.079
4,84.07,0.102
5,694.36,0.120